# C15H10BrI2N2OSn

C15H10BrI2N2OSn as an isolated structure (ωB97M-V/def2-TZVPD, the OMol25 dataset).

Calculated values
highest occupied orbital energy	-0.40853	Eh
E_LUMO	-4.6	eV
orbital gap	6.47	eV
net charge	+1

Geometry (Å):
Sn  -0.064  -0.545  -0.361
I  -0.233  -5.268  -2.453
C  -0.435  -3.451  -3.434
C  -0.643  -3.421  -4.832
C  -0.778  -2.235  -5.498
I  -1.084  -2.279  -7.561
C  -0.710  -1.005  -4.790
C  -0.833  0.279  -5.360
C  -0.748  1.397  -4.571
C  -0.539  1.246  -3.198
N  -0.420  0.061  -2.628
C  -0.502  -1.059  -3.397
C  -0.364  -2.288  -2.711
O  -0.169  -2.257  -1.389
H  -0.694  -4.355  -5.373
H  -0.994  0.373  -6.426
H  -0.840  2.387  -4.993
H  -0.468  2.112  -2.551
C  0.915  0.936  6.097
C  0.782  -0.113  5.025
C  0.865  -1.473  5.295
C  0.739  -2.401  4.273
C  0.531  -1.907  3.004
Br  0.347  -3.094  1.523
N  0.444  -0.631  2.703
C  0.568  0.247  3.699
H  1.080  0.484  7.073
H  0.015  1.549  6.153
H  1.752  1.602  5.885
H  1.029  -1.814  6.310
H  0.799  -3.464  4.457
H  0.492  1.294  3.423